<A>
The following is a quantum chemistry calculation of a single C21H31N3O4 molecule, from the Open Molecules 2025 dataset.

Gap between HOMO and LUMO, eV: 8.844
Spin multiplicity: 1
LUMO level, eV: 0.7
SMILES: COc1ccccc1CN1CCNC(=O)[C@H]1CC(=O)N(C)CC1CCOCC1

CARTESIAN COORDINATES (ANGSTROEM)
C (4.058, 1.389, 2.295)
O (3.164, 0.499, 1.673)
C (3.654, -0.582, 1.009)
C (5.002, -0.916, 0.954)
C (5.416, -2.051, 0.277)
C (4.492, -2.870, -0.343)
C (3.149, -2.533, -0.295)
C (2.708, -1.394, 0.358)
C (1.241, -1.027, 0.340)
N (0.846, 0.000, -0.607)
C (1.157, -0.238, -1.991)
C (2.577, 0.197, -2.374)
N (2.782, 1.550, -1.913)
C (2.114, 2.166, -0.916)
O (2.367, 3.320, -0.618)
C (1.023, 1.380, -0.203)
C (-0.314, 2.132, -0.351)
C (-1.284, 1.631, 0.706)
O (-0.904, 1.116, 1.741)
N (-2.604, 1.787, 0.431)
C (-3.092, 2.517, -0.714)
C (-3.560, 1.204, 1.350)
C (-4.018, -0.214, 0.968)
C (-4.907, -0.257, -0.277)
C (-5.315, -1.708, -0.550)
O (-4.196, -2.539, -0.739)
C (-3.357, -2.553, 0.396)
C (-2.836, -1.159, 0.741)
H (4.625, 0.901, 3.094)
H (4.748, 1.835, 1.572)
H (3.435, 2.174, 2.721)
H (5.739, -0.298, 1.442)
H (6.468, -2.294, 0.244)
H (4.811, -3.762, -0.860)
H (2.423, -3.170, -0.780)
H (0.662, -1.924, 0.093)
H (0.928, -0.680, 1.326)
H (0.447, 0.334, -2.601)
H (1.022, -1.298, -2.212)
H (3.317, -0.475, -1.924)
H (2.701, 0.169, -3.461)
H (3.531, 2.085, -2.331)
H (1.270, 1.404, 0.862)
H (-0.134, 3.199, -0.202)
H (-0.714, 1.975, -1.351)
H (-2.966, 1.958, -1.647)
H (-2.574, 3.473, -0.811)
H (-4.153, 2.716, -0.579)
H (-4.428, 1.863, 1.433)
H (-3.061, 1.150, 2.322)
H (-4.605, -0.588, 1.816)
H (-4.356, 0.111, -1.142)
H (-5.802, 0.352, -0.141)
H (-5.901, -1.783, -1.469)
H (-5.923, -2.083, 0.290)
H (-2.535, -3.227, 0.147)
H (-3.908, -2.967, 1.257)
H (-2.207, -1.205, 1.630)
H (-2.224, -0.794, -0.085)

---

<B>
The following is a quantum chemistry calculation of a single C21H31N3O4 molecule, from the Open Molecules 2025 dataset.

Gap between HOMO and LUMO, eV: 8.870
Spin multiplicity: 1
LUMO level, eV: 0.7
SMILES: COC[C@@H](C)n1c(C)cc(C(=O)CN2C(=O)N[C@@]3(CCCC[C@@H]3C)C2=O)c1C

CARTESIAN COORDINATES (ANGSTROEM)
C (7.367, 1.397, -1.824)
O (6.830, 0.584, -0.813)
C (5.477, 0.866, -0.537)
C (5.036, -0.075, 0.599)
C (5.235, 0.547, 1.979)
N (3.691, -0.577, 0.404)
C (3.413, -1.905, 0.142)
C (4.459, -2.960, 0.054)
C (2.067, -2.040, -0.011)
C (1.483, -0.754, 0.158)
C (0.084, -0.409, 0.051)
O (-0.378, 0.702, 0.225)
C (-0.833, -1.579, -0.327)
N (-2.196, -1.140, -0.455)
C (-2.753, -0.750, -1.680)
O (-2.208, -0.830, -2.751)
N (-4.012, -0.341, -1.409)
C (-4.322, -0.322, 0.003)
C (-5.497, -1.257, 0.362)
C (-6.811, -0.504, 0.572)
C (-6.914, 0.650, -0.417)
C (-5.839, 1.701, -0.115)
C (-4.576, 1.103, 0.528)
C (-3.377, 2.017, 0.292)
C (-3.032, -0.902, 0.592)
O (-2.819, -1.163, 1.749)
C (2.531, 0.129, 0.413)
C (2.417, 1.587, 0.662)
H (6.826, 1.265, -2.769)
H (7.331, 2.457, -1.544)
H (8.403, 1.091, -1.952)
H (5.371, 1.923, -0.252)
H (4.862, 0.686, -1.434)
H (5.706, -0.937, 0.525)
H (4.672, 1.469, 2.090)
H (6.290, 0.765, 2.117)
H (4.917, -0.150, 2.751)
H (5.180, -2.742, -0.734)
H (4.998, -3.069, 0.996)
H (3.979, -3.907, -0.175)
H (1.553, -2.956, -0.219)
H (-0.523, -1.992, -1.290)
H (-0.780, -2.343, 0.453)
H (-4.590, 0.096, -2.105)
H (-5.238, -1.801, 1.272)
H (-5.607, -1.983, -0.446)
H (-6.863, -0.110, 1.588)
H (-7.646, -1.194, 0.441)
H (-6.794, 0.255, -1.428)
H (-7.903, 1.108, -0.363)
H (-6.242, 2.451, 0.568)
H (-5.565, 2.221, -1.036)
H (-4.726, 1.000, 1.607)
H (-3.158, 2.106, -0.770)
H (-3.590, 3.010, 0.682)
H (-2.488, 1.636, 0.786)
H (3.229, 2.145, 0.205)
H (1.469, 1.931, 0.257)
H (2.405, 1.793, 1.733)

---

Stability ranking, top and bottom: <B> is the most stable and <A> is the least stable.

---

<A>
The following is a quantum chemistry calculation of 2 unconnected molecules or ions with the total composition C5H10N2, from the Open Molecules 2025 dataset.

Gap between HOMO and LUMO, eV: 9.399
Spin multiplicity: 1
LUMO level, eV: 1.2
SMILES: C[C@H]1N[C@H]1C1=CN1.[H][H]

CARTESIAN COORDINATES (ANGSTROEM)
C (-1.861, -0.257, 0.264)
C (-1.067, -0.320, -1.019)
N (-0.603, 0.884, -1.693)
C (0.395, -0.025, -1.104)
C (1.147, 0.446, 0.048)
C (2.160, 0.638, 0.803)
N (0.867, 1.251, 1.284)
H (-2.869, 0.120, 0.056)
H (-1.382, 0.383, 1.010)
H (-1.962, -1.259, 0.695)
H (-1.421, -1.067, -1.730)
H (-0.723, 1.685, -1.073)
H (0.991, -0.571, -1.831)
H (3.167, 0.524, 1.162)
H (0.878, 2.245, 1.021)
H (0.940, -2.645, 0.993)
H (1.345, -2.033, 1.113)

---

<B>
The following is a quantum chemistry calculation of a single C5H10N2 molecule, from the Open Molecules 2025 dataset.

Gap between HOMO and LUMO, eV: 10.042
Spin multiplicity: 1
LUMO level, eV: 1.1
SMILES: C[C@H]1N[C@H]1[C@H]1CN1

CARTESIAN COORDINATES (ANGSTROEM)
C (-2.189, -0.356, 0.094)
C (-1.160, -0.290, -1.017)
N (-0.132, 0.713, -1.050)
C (0.316, -0.612, -0.712)
C (1.219, -0.517, 0.578)
C (2.088, 0.699, 0.819)
N (0.920, 0.428, 1.640)
H (-1.700, 0.021, 0.990)
H (-2.433, -1.416, 0.235)
H (-3.129, 0.175, -0.105)
H (-1.628, -0.525, -2.002)
H (0.161, 1.299, -1.829)
H (0.740, -1.386, -1.377)
H (1.680, -1.438, 0.940)
H (3.043, 0.645, 1.356)
H (2.046, 1.544, 0.133)
H (0.160, 1.016, 1.307)

---

Stability ranking, top and bottom: <B> is the most stable and <A> is the least stable.

---

<A>
The following is a quantum chemistry calculation of 2 unconnected molecules or ions with the total composition CH3N2O3S, from the Open Molecules 2025 dataset.

Gap between HOMO and LUMO (alpha / beta), eV: 8.005 / 6.783
Charge: -1
Spin multiplicity: 1
LUMO level (alpha / beta), eV: 3.8 / 3.1

CARTESIAN COORDINATES (ANGSTROEM)
C (-1.314, -0.244, -0.584)
N (-0.688, 0.685, 0.393)
N (0.360, 1.404, 0.239)
O (-2.530, -0.456, -0.601)
O (-0.486, -0.677, -1.415)
O (1.587, -1.263, 0.600)
S (2.462, 0.097, 0.713)
H (-1.243, 0.703, 1.260)
H (0.852, 0.944, -0.500)
H (1.000, -1.192, -0.105)

---

<B>
The following is a quantum chemistry calculation of 3 unconnected molecules or ions with the total composition CH3N2O3S, from the Open Molecules 2025 dataset.

Gap between HOMO and LUMO, eV: 6.653
Charge: -1
Spin multiplicity: 1
LUMO level, eV: 2.1

CARTESIAN COORDINATES (ANGSTROEM)
C (1.619, -1.191, -1.560)
N (-0.923, 0.740, -0.032)
N (1.032, -0.275, -1.229)
O (3.693, -0.839, 2.614)
O (1.991, -2.235, -2.043)
O (4.002, -0.176, 0.317)
S (3.125, -0.844, 1.265)
H (-0.244, 1.268, 0.458)
H (-1.496, 1.252, -0.751)
H (-0.298, 0.160, -0.577)

---

Stability ranking, top and bottom: <B> is the most stable and <A> is the least stable.

---

<A>
The following is a quantum chemistry calculation of a single C5H14N2O molecule, from the Open Molecules 2025 dataset.

Gap between HOMO and LUMO, eV: 9.941
Spin multiplicity: 1
LUMO level, eV: 1.0
SMILES: CCNC[C@@H](N)CO

CARTESIAN COORDINATES (ANGSTROEM)
C (0.835, 0.879, -2.710)
C (0.344, 1.561, -1.421)
N (-0.460, 0.707, -0.547)
C (0.216, -0.507, -0.117)
C (-0.460, -1.152, 1.098)
N (0.345, -2.275, 1.538)
C (-0.681, -0.135, 2.226)
O (-1.714, 0.804, 1.976)
H (0.929, 1.583, -3.545)
H (1.833, 0.452, -2.616)
H (0.120, 0.115, -3.035)
H (-0.297, 2.404, -1.690)
H (1.189, 1.948, -0.856)
H (-1.314, 0.472, -1.043)
H (1.252, -0.249, 0.168)
H (0.289, -1.273, -0.897)
H (-1.424, -1.519, 0.766)
H (-0.112, -2.740, 2.311)
H (1.289, -1.999, 1.774)
H (-1.009, -0.694, 3.105)
H (0.294, 0.364, 2.371)
H (-1.463, 1.254, 1.145)

---

<B>
The following is a quantum chemistry calculation of a molecular structure, C5H14N2O, from the Open Molecules 2025 dataset.

Gap between HOMO and LUMO, eV: 8.115
Spin multiplicity: 1
LUMO level, eV: 0.8

CARTESIAN COORDINATES (ANGSTROEM)
C (-1.324, -1.073, 0.180)
C (-1.655, 0.074, -0.657)
C (-1.868, -1.077, 1.595)
H (-1.398, -2.037, -0.322)
H (-0.014, -0.807, 0.368)
H (-1.709, -0.136, -1.725)
H (-0.681, 0.786, -0.596)
H (-2.508, 0.672, -0.339)
H (-2.957, -1.167, 1.613)
H (-1.600, -0.148, 2.102)
H (-1.452, -1.900, 2.176)
C (0.974, 1.145, -0.306)
N (1.515, 1.462, -1.571)
N (2.108, -1.012, -0.379)
C (1.304, -0.057, 0.339)
O (0.674, 2.251, 0.484)
H (1.289, 2.958, 0.252)
H (1.759, 0.616, -2.071)
H (0.895, 2.039, -2.124)
H (3.066, -0.703, -0.509)
H (2.117, -1.917, 0.081)
H (1.465, 0.030, 1.411)

---

<C>
The following is a quantum chemistry calculation of 2 unconnected molecules or ions with the total composition C5H14N2O, from the Open Molecules 2025 dataset.

Gap between HOMO and LUMO, eV: 8.732
Spin multiplicity: 1
LUMO level, eV: 0.7
SMILES: C=C(CCN)NC.O

CARTESIAN COORDINATES (ANGSTROEM)
C (-1.977, -0.928, 1.051)
C (-1.114, -0.458, 0.136)
C (-1.330, 0.965, -0.308)
C (-0.187, 1.915, -0.792)
N (1.092, 1.745, -0.122)
N (-0.065, -1.254, -0.299)
C (0.548, -1.037, -1.603)
H (-2.561, -0.345, 1.748)
H (-2.111, -1.982, 1.302)
H (-1.720, 1.471, 0.582)
H (-2.058, 1.009, -1.128)
H (-0.128, 1.732, -1.861)
H (-0.442, 2.970, -0.700)
H (1.039, 2.019, 0.853)
H (1.454, 0.796, -0.083)
H (-0.072, -2.185, 0.079)
H (1.394, -0.365, -1.497)
H (-0.148, -0.802, -2.401)
H (1.113, -1.943, -1.890)
O (2.218, -0.778, 1.803)
H (2.674, -1.492, 1.391)
H (1.253, -0.691, 1.661)

---

Stability ranking, top and bottom: <A> is the most stable and <B> is the least stable.

---

<A>
The following is a quantum chemistry calculation of 2 unconnected molecules or ions with the total composition C5H14N2O, from the Open Molecules 2025 dataset.

Gap between HOMO and LUMO, eV: 8.205
Spin multiplicity: 1
LUMO level, eV: 0.8
SMILES: CCC/C(N)=C/N.O

CARTESIAN COORDINATES (ANGSTROEM)
C (-1.990, -0.515, 0.773)
C (-0.816, -0.808, 1.694)
C (0.514, -1.217, 1.100)
C (1.166, -0.235, 0.173)
N (1.729, -0.826, -1.052)
C (1.141, 1.128, 0.347)
N (1.538, 2.118, -0.627)
H (-2.895, -0.285, 1.435)
H (-2.280, -1.483, 0.202)
H (-1.847, 0.419, 0.153)
H (-1.073, -1.507, 2.453)
H (-0.607, 0.038, 2.267)
H (1.208, -1.430, 1.934)
H (0.368, -2.228, 0.620)
H (2.487, -0.417, -1.466)
H (1.386, -1.803, -1.253)
H (0.737, 1.305, 1.388)
H (1.286, 1.667, -1.549)
H (1.212, 3.054, -0.495)
O (-1.225, 1.299, -2.996)
H (-0.491, 1.321, -2.330)
H (-1.549, 0.405, -2.772)

---

<B>
The following is a quantum chemistry calculation of 2 unconnected molecules or ions with the total composition C5H14N2O, from the Open Molecules 2025 dataset.

Gap between HOMO and LUMO, eV: 4.208
Spin multiplicity: 1
LUMO level, eV: -3.8

CARTESIAN COORDINATES (ANGSTROEM)
C (-1.131, -1.019, 0.897)
N (-0.182, -0.953, -0.207)
C (0.187, 0.392, -0.505)
C (1.462, 0.378, -1.341)
O (1.998, -1.649, 0.830)
C (-0.925, 1.149, -1.252)
N (-0.526, 2.460, -1.388)
C (-0.577, -0.519, 2.255)
H (-1.594, -2.001, 0.967)
H (-1.942, -0.315, 0.618)
H (-0.778, 0.551, 2.325)
H (0.425, 0.996, 0.384)
H (2.325, -0.020, -0.827)
H (1.686, 1.422, -1.590)
H (1.303, -0.139, -2.291)
H (-1.847, 0.987, -0.640)
H (-1.194, 0.729, -2.252)
H (-1.254, 2.976, -1.902)
H (2.401, -2.346, 0.300)
H (-1.107, -0.988, 3.081)
H (0.494, -0.671, 2.348)
H (0.776, -1.421, 0.187)

---

<C>
The following is a quantum chemistry calculation of a molecular structure, C5H14N2O, from the Open Molecules 2025 dataset.

Gap between HOMO and LUMO, eV: 9.466
Spin multiplicity: 1
LUMO level, eV: 0.7

CARTESIAN COORDINATES (ANGSTROEM)
C (-1.799, -0.465, 0.183)
C (-1.662, 0.855, 0.938)
N (-2.169, -1.612, 1.009)
N (-0.518, -0.773, -0.474)
O (-2.789, -0.293, -0.788)
H (-2.913, -1.137, -1.241)
H (-0.560, -1.695, -0.903)
H (-1.525, -1.725, 1.786)
H (-3.095, -1.469, 1.399)
H (0.268, -0.813, 0.205)
H (-0.884, 0.782, 1.696)
H (-1.400, 1.644, 0.238)
H (-2.614, 1.096, 1.407)
C (3.032, -0.097, -1.207)
C (1.855, 0.681, -0.695)
C (2.016, 1.641, 0.212)
H (0.599, 0.224, -0.963)
H (3.213, 0.127, -2.262)
H (3.948, 0.113, -0.646)
H (2.835, -1.168, -1.155)
H (2.967, 1.826, 0.708)
H (1.196, 2.261, 0.553)

---

<D>
The following is a quantum chemistry calculation of 2 unconnected molecules or ions with the total composition C5H14N2O, from the Open Molecules 2025 dataset.

Gap between HOMO and LUMO, eV: 9.173
Spin multiplicity: 1
LUMO level, eV: 1.0

CARTESIAN COORDINATES (ANGSTROEM)
C (-0.766, -0.345, 0.607)
C (-0.484, -0.497, 2.076)
C (-1.220, -1.601, -0.087)
N (-1.280, 1.423, -1.990)
O (-0.163, 1.272, -1.123)
H (-1.492, 0.453, 0.471)
H (-1.383, 2.436, -2.050)
H (-1.036, 1.109, -2.929)
H (-1.455, -1.429, -1.139)
H (-0.108, 0.438, 2.499)
H (-1.424, -0.715, 2.602)
H (0.244, -1.286, 2.268)
H (-0.461, -2.380, -0.023)
H (-2.144, -1.963, 0.385)
C (2.006, 0.568, 0.746)
C (0.949, 0.189, -1.330)
N (1.163, -0.311, -0.056)
H (2.247, 0.104, 1.705)
H (1.546, 1.544, 0.955)
H (2.963, 0.776, 0.247)
H (0.521, -0.527, -2.040)
H (1.778, 0.741, -1.794)

---

Stability ranking, top and bottom: <A> is the most stable and <B> is the least stable.